C3H5ClOS | ωB97M-V/def2-TZVPD

The geometry in XYZ format:
```
11
Properties=species:S:1:pos:R:3:forces:R:3
C 0.791918 -0.011373 -0.271630 0.1270 0.2266 1.1118
H -1.590243 0.794872 1.577095 0.2651 3.5961 1.6722
Cl 1.369327 -1.506775 0.434009 0.4874 -0.9985 0.0586
H -0.974592 -0.842205 1.772624 -2.0214 0.8122 -1.0389
O 2.371502 -0.282564 -2.168712 -2.0444 1.4023 0.5182
H 0.978421 0.692834 0.610853 0.1051 -0.1457 -1.8628
C -1.657682 -0.113340 1.168217 0.2297 -3.9351 -1.9259
S -0.982459 -0.037975 -0.537212 -0.4171 0.0242 -0.1875
C 1.461870 0.342354 -1.659848 1.7446 -2.2432 2.5499
H 0.997583 1.265305 -1.851361 -0.2210 1.6986 -1.9057
H -2.765645 -0.301133 0.925965 1.7451 -0.4377 1.0101
```
Forces are in eV/Å.

Calculated values
**DFT total energy**: -1050.87071 Ha
**Net charge**: 0
**Kohn-Sham gap**: 9.59 eV
**E_HOMO**: -9.33 eV
**Energy relative to the best compared isomer or geometry (same formula, charge and spin)**: 34.4 kcal per mole

Atomic partial charges in e from the natural (NBO) method, atoms 1 to 2: -0.507, 0.198

C3H5ClOS | ωB97M-V/def2-TZVPD

The geometry in XYZ format:
```
11
Properties=species:S:1:pos:R:3:forces:R:3
H -2.760687 2.227643 1.140552 0.5218 -0.9073 -2.9649
C 1.611963 -0.037608 0.349614 2.9014 -1.6306 1.4980
S -1.882897 0.873065 -0.586618 -0.8716 0.5427 1.2646
H -0.065464 -1.774448 0.204495 0.0947 -0.4172 0.1062
H 2.497441 -0.205179 0.987151 -0.6684 0.1785 0.6347
H 1.335740 0.953291 0.409992 -1.1989 2.0573 -0.5793
C 0.826143 -1.236900 -0.040382 -1.7468 0.0384 0.6851
Cl -2.925327 -0.841514 -0.077817 0.2563 0.5360 -0.1848
O -2.786828 2.096254 0.103148 0.0908 -0.1647 1.8721
H 2.396606 -1.166955 -1.660238 -0.4244 0.3572 0.0975
C 1.753315 -0.887647 -0.829895 1.0452 -0.5902 -2.4292
```
Forces are in eV/Å.

Calculated values
**DFT total energy**: -1050.77689 Ha
**Net charge**: 0
**Kohn-Sham gap**: 9.20 eV
**E_HOMO**: -9.17 eV
**Energy relative to the best compared isomer or geometry (same formula, charge and spin)**: 93.3 kcal per mole

Atomic partial charges in e from the natural (NBO) method, atoms 1 to 2: 0.501, -0.438